Record 1
62
Properties=species:S:1:pos:R:3 method="wB97M-V/def2-TZVPD" gap_ev=9.01 de_lowest_kj_mol=837.5 multiplicity=1 largest_force_ev_per_a=10.13 homo_ev=-9.25
C -1.8819 2.4002 0.6804
N -0.5366 1.5816 0.9165
C 0.4037 1.7098 -0.2548
C 1.3916 2.9164 -0.2881
C 1.8605 3.2580 -1.7405
C 2.3436 2.3732 -2.6059
C 1.1048 0.2326 -0.3810
C -2.9500 1.6266 1.4646
H -2.0673 2.1803 -0.3894
H -1.6865 3.4450 0.9373
H -0.7267 0.6018 1.0911
H -0.2068 1.7907 -1.2004
H 0.7917 3.7098 0.1764
H 2.2298 2.6482 0.4787
H 1.8123 4.2475 -1.8648
H 2.1961 1.2732 -2.4197
H 2.8705 2.4690 -3.4902
H 1.1823 0.0495 -1.3969
H 2.0883 0.1583 0.0726
H 0.6732 -0.6354 0.2959
H -3.9889 2.0758 1.3305
H -2.9502 0.6187 1.0189
H -2.8811 1.7253 2.5934
H -4.6580 -0.0519 0.1608
H -4.5006 -1.4325 -0.5054
O -4.8794 -0.9797 0.1684
H 3.1021 1.3103 3.2904
H 2.8578 -0.0921 3.7103
O 3.3177 0.4876 3.0360
H 0.8352 3.0331 2.8458
H 0.3494 1.7231 2.7012
O 1.1871 2.2167 3.1245
H -2.0731 -1.4440 -3.0390
H -3.4598 -1.7329 -3.4830
O -2.7835 -2.1383 -2.8402
H -1.9148 -1.1621 3.7345
H -1.2023 -0.2164 4.6350
O -1.1643 -1.0440 4.1388
H -2.7257 -2.4956 2.1847
H -4.1840 -2.1252 2.2193
O -3.3587 -2.2786 2.7297
H 0.5729 -1.7912 4.3853
H 0.4770 -1.0395 3.1660
O 1.2544 -1.3198 3.6468
H -1.0995 1.7915 -3.0631
H 0.3104 1.3546 -3.1399
O -0.6232 1.0853 -2.9941
H -1.5230 -2.7450 -0.0126
H -0.2967 -2.6144 0.7778
O -1.2607 -2.8983 0.7939
H 3.4705 -3.0144 -1.3068
H 3.5775 -2.4456 -0.0238
O 3.3702 -3.1761 -0.3796
H 3.6803 -0.7158 -3.6267
H 2.8237 -1.2734 -2.6247
O 3.6935 -0.8671 -2.6549
H 1.6336 -2.0678 -4.3185
H 0.6681 -1.0985 -3.6667
O 1.5789 -1.1512 -4.0831
H 1.3738 -3.4718 -1.3825
H -0.1038 -3.4805 -1.4416
O 0.6044 -3.0944 -1.8875

=====

Record 2
79
Properties=species:S:1:pos:R:3 method="wB97M-V/def2-TZVPD" total_charge=-1 gap_ev=6.29 multiplicity=1 largest_force_ev_per_a=4.49 homo_ev=-4.65
C 2.2572 -3.7001 1.6017
C 3.0686 -2.3916 1.3985
O 4.4758 -2.6246 1.6318
C 2.9383 -1.7993 -0.0351
O 1.5611 -1.5906 -0.3645
Si 0.8854 -0.2668 0.4540
O -0.1491 -0.7663 1.6738
Si -1.6317 0.1592 1.6099
C -2.8113 -0.3950 0.2148
C -3.1937 -1.9398 0.2821
C -4.6575 -2.1144 0.7959
O -5.1209 -1.4737 1.6733
O -5.4571 -3.0853 0.1544
C -2.5295 -0.2072 3.2679
O -3.1063 0.6773 3.9024
O -2.4825 -1.4588 3.6141
S 2.3321 1.2335 1.1432
O 2.6440 2.2115 0.1072
O 1.6696 1.9343 2.2242
F 3.7041 0.6394 1.7689
H 2.6863 -4.1925 2.5097
H 1.2235 -3.3985 1.9019
H 2.2862 -4.4099 0.7485
H 2.7567 -1.6798 2.1994
H 4.8736 -3.0346 0.8491
H 3.3243 -2.5802 -0.7447
H 3.6118 -0.9188 -0.2110
H 0.0208 0.4303 -0.5155
H -1.3306 1.6017 1.5201
H -3.7666 0.1782 0.3309
H -2.3455 -0.1083 -0.7583
H -3.1905 -2.3078 -0.7729
H -2.4395 -2.4837 0.8888
H -5.7520 -3.7654 0.7814
O 1.2326 0.5837 -2.9722
H 1.6607 1.0681 -2.2531
H 1.9280 0.4889 -3.6345
O 0.6926 2.3284 -5.4449
H 0.7121 1.7617 -4.6605
H 1.5893 2.6776 -5.5016
O -4.8895 -4.8370 -2.7018
H -4.8108 -4.1279 -3.3506
H -5.0692 -4.3738 -1.8706
O 1.9892 -1.3465 4.1685
H 1.7959 -1.5522 5.0901
H 1.5872 -0.4776 4.0336
O 0.5292 5.6427 -5.9368
H 0.7835 4.7151 -5.8683
H -0.1886 5.7354 -5.2954
O -2.0486 6.3947 -3.8999
H -2.1652 7.3439 -3.7829
H -2.7660 6.0046 -3.3886
O -1.4352 3.8542 2.5868
H -1.3587 3.2738 3.3579
H -0.5545 4.2299 2.4875
O -0.6661 -2.4826 -1.9802
H 0.0733 -2.0211 -1.5735
H -0.8437 -1.9843 -2.7854
O -0.3606 2.7842 5.3192
H -0.2942 2.2003 6.0814
H 0.5265 3.1568 5.2277
O 2.3596 4.3299 5.7005
H 2.4021 5.0584 5.0706
H 2.1649 4.7576 6.5420
O 1.8104 8.2388 -4.3157
H 1.5841 7.5055 -4.9027
H 2.1548 8.9151 -4.9080
O -0.6479 -3.4423 3.8149
H 0.0896 -2.9154 4.1388
H -1.3408 -2.7799 3.6142
O -2.1085 -4.9012 -3.6654
H -1.8646 -5.8312 -3.5992
H -2.8102 -4.7928 -3.0127
O -0.7830 -7.9368 -3.4832
H -0.7574 -8.4984 -2.7007
H 0.1149 -7.5939 -3.5560
O 4.8198 3.9616 -0.8810
H 4.7031 4.9150 -0.8133
H 4.1052 3.5969 -0.3410

=====

Record 3
85
Properties=species:S:1:pos:R:3 method="wB97M-V/def2-TZVPD" gap_ev=7.89 multiplicity=1 largest_force_ev_per_a=3.69 homo_ev=-8.97
O -4.0320 -1.4112 1.0790
O -2.6886 -0.7760 2.6840
Cl 5.4997 -1.6543 1.8126
N 4.2226 -1.8180 -0.6265
N -1.8765 -1.1662 0.7078
O -0.2439 2.2805 -0.3014
S 2.5288 -1.2012 1.2575
C 4.1605 -1.6159 0.7132
C 2.9631 -1.7073 -1.1903
C 1.9813 -1.3204 -0.3503
C -1.3526 -0.0538 0.2766
N -1.9341 1.1437 0.5150
N -0.1737 -0.1027 -0.4424
N -2.9114 -1.1003 1.5335
C -1.5966 2.2994 -0.2966
C 0.3672 1.1885 -0.9313
C 0.4988 -1.3382 -0.8528
H 2.7476 -1.8986 -2.2550
H -2.8789 1.0116 0.7599
H -1.8949 2.3370 -1.2636
H -1.9741 3.1813 0.2386
H 0.1757 1.2837 -2.0568
H 1.4785 1.1596 -0.8022
H 0.5951 -1.3507 -1.8866
H 0.0257 -2.2811 -0.5245
O -0.5071 1.2336 3.5938
H -0.5983 0.5385 2.8642
H -1.1605 1.9814 3.4001
O -2.2679 -1.6374 -2.2665
H -3.0580 -2.2688 -2.2973
H -2.6086 -0.7183 -2.0154
O -3.8026 -1.9033 5.3776
H -2.9371 -1.4802 5.0683
H -4.5176 -1.6950 4.6926
O -1.7574 3.7643 2.8941
H -1.3527 4.6438 2.6002
H -2.7612 3.8267 2.7834
O -0.6954 -0.0431 -4.0192
H -0.0837 -0.6836 -4.5084
H -1.2600 -0.5785 -3.3724
O -3.9255 0.5540 -2.0164
H -4.5616 0.5456 -2.8031
H -4.0427 1.4311 -1.5258
O 4.2169 0.6229 3.8492
H 5.0074 0.7476 3.2300
H 4.3394 1.2367 4.6442
O -4.7283 1.8301 0.8442
H -5.2921 1.4862 0.0777
H -4.8357 2.8352 0.8883
O 1.6755 -3.8056 -4.1876
H 2.2930 -4.4853 -3.7627
H 0.8444 -3.7335 -3.6150
O 3.6057 2.0187 -2.0611
H 4.4272 2.5429 -2.3331
H 3.3657 1.3931 -2.8193
O -5.8482 -1.3517 3.7749
H -6.3770 -2.0648 3.2895
H -5.8729 -0.5073 3.2180
O -2.5438 -3.7962 0.2324
H -3.3317 -4.0858 -0.3324
H -2.4898 -2.7862 0.2037
O -0.8437 4.7070 -3.0016
H -1.0571 3.9716 -3.6630
H 0.1480 4.6748 -2.8035
O -0.6944 -4.0705 -2.7215
H -1.0715 -3.3088 -2.1727
H -0.8480 -4.9317 -2.2130
O 1.7974 2.5961 2.0367
H 1.2519 1.9042 2.5341
H 1.1775 3.0982 1.4142
O 5.3918 -4.0883 -1.5516
H 5.1001 -3.1515 -1.3042
H 6.3513 -4.2085 -1.2539
O 2.9170 0.3914 -4.6220
H 3.4077 -0.4727 -4.8127
H 1.9500 0.2714 -4.8946
O 4.1437 1.6017 0.6757
H 4.0060 1.7218 -0.3195
H 3.3019 1.9034 1.1490
O -0.5818 5.8764 1.6199
H 0.3176 6.3396 1.6337
H -0.9316 5.8955 0.6706
O 4.5071 -3.6853 4.2466
H 5.4476 -3.4242 4.5133
H 4.5665 -4.3089 3.4520

=====

Record 4
21
Properties=species:S:1:pos:R:3 method="wB97M-V/def2-TZVPD" gap_ev="6.84 / 4.95" multiplicity=3 largest_force_ev_per_a=15.92 s2=2.021 homo_ev="-8.65 / -8.47"
Au 2.5183 2.3525 0.3337
Se 3.2915 4.4921 -0.3249
Te 1.5032 5.3650 1.3995
Te 1.4229 4.1660 3.5458
Se 1.4207 1.8087 2.9096
O 2.7181 0.0001 0.5208
C 1.8935 -0.7458 0.2504
C 0.4104 -0.5772 0.0616
C -0.1793 -1.9142 -0.2854
C -1.5139 -1.9218 -0.5179
C -2.0308 -0.8045 -1.1970
C -1.6406 0.3718 -0.6183
C 0.0711 0.6387 -0.3787
O 0.2778 2.0058 -0.5315
N -2.3735 -3.3640 -1.0071
O -3.4561 -3.2673 -1.1111
O -1.6388 -4.3440 -0.5181
H 2.2704 -2.1436 0.3716
H 0.1223 -2.9963 -0.0344
H -2.9744 -0.7934 -1.4961
H -2.1128 1.6712 -1.3725

=====

Record 5
14
Properties=species:S:1:pos:R:3 method="wB97M-V/def2-TZVPD" gap_ev=9.66 smiles="O=C=Nc1ccc(Cl)cc1" de_lowest_kj_mol=79.9 multiplicity=1 largest_force_ev_per_a=8.28 homo_ev=-9.06
O -4.1168 -0.5752 0.6760
C -3.1344 -0.1000 0.1503
N -2.2069 0.4247 -0.3580
C -0.8583 0.2552 -0.1716
C 0.0750 1.2697 -0.0304
C 1.3802 1.1542 0.1580
C 1.9452 -0.0930 0.1473
Cl 3.6782 -0.2858 0.2711
C 1.1259 -1.1935 -0.0813
C -0.2075 -1.0668 -0.2515
H -0.5189 2.3913 0.0775
H 2.1763 1.9738 0.2651
H 1.5280 -2.1721 -0.3296
H -0.8659 -1.9825 -0.5230

=====

Record 6
17
Properties=species:S:1:pos:R:3 method="wB97M-V/def2-TZVPD" total_charge=+3 gap_ev="3.73 / 8.37" de_lowest_kj_mol=125.6 multiplicity=6 largest_force_ev_per_a=7.44 s2=9.763 homo_ev="-19.94 / -21.45"
Dy -0.8660 -1.0086 1.4746
O -0.5847 -3.8721 -0.6991
C -0.6293 -2.9287 -0.0350
C 0.0458 1.1528 1.9585
O 0.5020 2.1454 2.3196
C -2.8429 0.1457 0.7254
O -3.8483 0.6314 0.4347
C 1.4703 -0.9081 1.0610
O 2.6257 -0.8702 1.0045
C 0.4153 0.7010 -3.0466
H 1.2326 -0.0057 -3.1917
H -0.5578 0.4635 -3.4985
C 0.5982 1.8373 -2.3670
H -0.2057 2.5749 -2.2670
H 1.5826 2.1114 -1.9799
O 0.8004 -1.0962 4.5652
C 0.2617 -1.0737 3.5412